Run a
Density functional theory data (the ωB97M-V functional and the def2-TZVPD basis) for C4H8N4 in the gas phase.

As for the LUMO energy: 0.8 eV. The HOMO-LUMO gap is 9.4050 eV.

XYZ file:
```
16
Properties=species:S:1:pos:R:3:lowdin_charge:R:1
C 2.97691 -0.82291 0.07324 -0.101
N 2.26443 0.19110 0.03575 -0.125
N 0.87213 0.07412 -0.05777 -0.030
C 0.31648 1.26748 -0.02267 -0.246
N -0.98857 1.27580 -0.24389 -0.027
N -1.99528 0.19169 -0.11981 -0.078
C -1.66869 -0.78255 0.85463 -0.181
C -1.69716 -1.21638 -0.59460 -0.074
H 3.97337 -0.47505 -0.23272 0.062
H 2.52832 -1.84089 -0.20633 0.089
H 0.98296 2.08732 0.36220 0.138
H -1.55215 2.27762 0.25627 0.245
H -2.55016 -0.97390 1.54859 0.116
H -0.65651 -0.86034 1.32727 0.105
H -2.49422 -1.50998 -1.25839 0.099
H -0.86572 -1.50762 -0.96046 0.007
```

---

Run b
Density functional theory data (the ωB97M-V functional and the def2-TZVPD basis) for C4H8N4 in the gas phase.

As for the LUMO energy: 0.3 eV. The HOMO-LUMO gap is 10.0307 eV.

XYZ file:
```
16
Properties=species:S:1:pos:R:3:lowdin_charge:R:1
H 3.75018 0.53852 -0.80171 0.103
N 3.29223 0.76512 0.20282 0.072
C 2.18528 0.09151 0.40329 -0.356
N 1.57078 -0.97695 -0.24733 0.053
C 0.37497 -1.17162 -0.41955 -0.163
N -0.66740 -0.29261 0.15459 -0.143
C -2.02485 -0.73177 0.31086 -0.072
C -0.44994 1.05820 -0.21392 -0.314
N -1.09682 2.11252 -0.22608 0.128
H -2.02982 2.00667 0.08795 0.028
H 1.45662 0.41148 1.17755 0.112
H -0.09153 -2.01912 -0.89548 0.124
H -2.22486 -0.39197 1.30567 0.087
H -2.61505 -0.42304 -0.53093 0.085
H -2.10938 -1.85850 0.39161 0.108
H 0.67957 0.88156 -0.69932 0.147
```

---

Run c
Density functional theory data (the ωB97M-V functional and the def2-TZVPD basis) for C4H8N4 in the gas phase.

As for the LUMO energy: 0.8 eV. The HOMO-LUMO gap is 9.1938 eV.

XYZ file:
```
16
Properties=species:S:1:pos:R:3:lowdin_charge:R:1
H 1.92189 1.92410 0.59515 0.069
N 1.24506 1.14848 0.40492 0.071
C 1.44163 -0.01349 0.94040 -0.552
N 2.42331 -0.13720 1.89893 0.068
C 0.57976 -1.13355 0.71056 -0.075
C -0.61040 -1.17770 -0.07115 -0.083
N -1.25765 0.08468 -0.29264 -0.034
N -1.98374 -0.09325 -1.56817 -0.068
C -2.20046 0.98116 -2.26253 -0.075
H 2.62459 0.68620 2.47739 0.098
H 2.41583 -1.11722 2.40823 0.140
H 0.95678 -2.17751 0.97572 0.107
H -1.07003 -2.14134 -0.21081 0.097
H -0.49993 0.79513 -0.34023 0.058
H -2.84079 1.04910 -3.16274 0.057
H -1.76036 2.02410 -1.74769 0.122
```

---

What should be chosen as the most stable of them? Choose run c.

---

Run a
Density functional theory data (the ωB97M-V functional and the def2-TZVPD basis) for a molecular structure, C4H8N4.

As for the LUMO energy: 0.6 eV. The HOMO-LUMO gap is 8.4437 eV.

XYZ file:
```
16
Properties=species:S:1:pos:R:3:lowdin_charge:R:1
C -1.09822 0.78840 -1.51452 -0.104
C -0.79180 -1.42906 -0.37692 -0.069
C -0.54161 -1.77090 0.87601 -0.042
C 0.27368 -0.64874 1.47294 -0.292
H -0.48355 1.69400 -1.25322 0.048
H -1.17702 0.63941 -2.77581 0.122
H -2.34235 0.96261 -1.35431 0.122
H -1.39489 -1.83162 -1.25506 0.137
H -0.51797 -2.77146 1.43527 0.133
H 1.85826 0.33238 2.21963 0.040
H 1.89840 0.81123 -0.52623 0.111
H 1.33337 2.42737 0.71051 0.235
N -0.14086 -0.12339 -0.73256 -0.183
N 1.36123 -0.62730 2.27730 0.058
N 0.30678 0.40187 0.41880 -0.286
N 1.45656 1.14521 0.37815 -0.031
```

---

Run b
Density functional theory data (the ωB97M-V functional and the def2-TZVPD basis) for C4H8N4 in the gas phase.

As for the LUMO energy: -0.1 eV. The HOMO-LUMO gap is 8.6483 eV.

XYZ file:
```
16
Properties=species:S:1:pos:R:3:lowdin_charge:R:1
N 1.58226 -1.07089 -0.05338 -0.027
C 0.36031 -0.61997 0.41634 -0.473
C -0.62108 -1.32057 -0.52476 -0.099
N -1.90777 -1.05034 -0.55952 -0.015
N -2.32458 -0.03774 0.18283 -0.017
C -1.50817 1.00664 0.27232 -0.032
C 0.18356 0.92558 0.29138 -0.393
N 0.51748 1.69316 -0.75867 0.023
H 2.35655 -0.35590 0.28967 0.123
H 1.62004 -2.17171 0.39396 0.181
H -0.04021 -1.09190 1.40473 0.170
H -0.39885 -2.25521 -0.96007 0.089
H -1.71878 1.86793 0.74910 0.048
H 0.51862 1.27241 1.38732 0.171
H 1.53928 1.79553 -0.98563 0.111
H -0.15865 1.41297 -1.54562 0.139
```

---

Run c
Density functional theory data (the ωB97M-V functional and the def2-TZVPD basis) for 2 unconnected molecules or ions with the total composition C4H8N4.

As for the LUMO energy (spin up / spin down): -0.1 / -0.1 eV. The HOMO-LUMO gap (spin up / spin down) is 8.3971 / 8.3961 eV.

XYZ file:
```
16
Properties=species:S:1:pos:R:3:lowdin_charge:R:1
C 0.37435 -1.22208 2.43187 -0.104
C -0.75240 -1.66936 -1.36362 0.006
C -0.38751 -2.09809 1.74559 -0.127
C 1.57193 -1.00121 -2.10068 -0.091
N 2.13162 0.28503 -1.87597 -0.025
N 1.32387 0.93778 -1.21396 -0.078
N 0.21132 -0.82320 -1.36962 -0.191
N 0.16784 0.39325 -0.93192 -0.004
H 0.01701 -0.12629 2.33950 0.072
H 1.24077 -1.51132 3.10953 0.064
H -1.77242 -1.24907 -0.96928 0.129
H -0.61853 -2.69857 -1.52755 0.069
H -1.11588 -1.86378 1.00570 -0.016
H -0.14465 -3.25601 1.98327 0.094
H 1.38616 -1.11977 -3.08853 0.085
H 2.06390 -1.79829 -1.58887 0.118
```

---

What should be chosen as the most stable of them? Choose run b.

---

Run a
Density functional theory data (the ωB97M-V functional and the def2-TZVPD basis) for C4H5FS in the gas phase.

As for the LUMO energy: 0.6 eV. The HOMO-LUMO gap is 9.2800 eV.

XYZ file:
```
11
Properties=species:S:1:pos:R:3:lowdin_charge:R:1
F 3.03822 -0.84828 0.22668 0.089
C 2.02388 -0.32041 -0.29657 -0.276
C 0.80147 -0.30823 0.16623 -0.143
C -0.52874 0.19731 -0.43032 -0.414
C -1.74870 0.37948 0.42762 -0.584
S -1.79209 -1.29387 -0.14156 0.763
H 2.37795 0.33160 -1.27388 0.170
H 0.58632 -0.69788 1.18104 0.113
H -0.52851 0.76301 -1.34416 0.098
H -2.38939 1.22481 -0.04128 0.101
H -1.84042 0.57246 1.52620 0.083
```

---

Run b
Density functional theory data (the ωB97M-V functional and the def2-TZVPD basis) for C4H5FS in the gas phase.

As for the LUMO energy: -1.0 eV. The HOMO-LUMO gap is 7.6879 eV.

XYZ file:
```
11
Properties=species:S:1:pos:R:3:lowdin_charge:R:1
F -2.32402 -0.94826 0.24433 0.053
C -1.82307 0.22600 -0.00863 -0.194
C -0.62176 0.34711 -0.58619 -0.172
C 0.43113 -0.56325 -0.26584 -0.367
C 1.53580 0.26930 0.54399 -0.441
S 3.13065 -0.40968 -0.07336 0.474
H -2.57843 0.97530 -0.14073 0.109
H -0.38825 1.48815 -0.52253 0.139
H 0.96404 -1.04874 -1.22465 0.114
H 0.07463 -1.40097 0.53093 0.161
H 1.59928 1.06504 1.50269 0.125
```

---

Run c
Density functional theory data (the ωB97M-V functional and the def2-TZVPD basis) for C4H5FS in the gas phase.

As for the LUMO energy: -0.9 eV. The HOMO-LUMO gap is 8.0296 eV.

XYZ file:
```
11
Properties=species:S:1:pos:R:3:lowdin_charge:R:1
C -0.78626 -1.30534 -0.14282 -0.120
C -0.90274 0.16846 0.08341 -0.059
C 0.09202 1.06167 0.14351 -0.374
F -0.22992 2.35848 0.34960 0.029
C 1.53027 0.87452 0.02315 -0.582
S 2.35522 -0.49362 -0.23384 0.720
H -1.79186 -1.76498 -0.13974 0.079
H -0.20767 -1.77202 0.66538 0.072
H -0.26257 -1.53542 -1.08324 0.069
H -1.85824 0.56419 0.21264 0.097
H 2.06176 1.84405 0.12195 0.070
```

---

What should be chosen as the most stable of them? Choose run c.

---

Run a
Density functional theory data (the ωB97M-V functional and the def2-TZVPD basis) for 2 unconnected molecules or ions with the total composition C7H7N.

As for the LUMO energy: 0.8 eV. The HOMO-LUMO gap is 10.2399 eV.

XYZ file:
```
15
Properties=species:S:1:pos:R:3:lowdin_charge:R:1
C -1.08516 -0.31279 -0.70376 -0.076
C -0.65513 0.02920 -1.93025 -0.059
C 0.76737 0.06562 -2.02034 -0.195
N 1.69893 0.00593 -1.11132 0.069
C 1.15871 -0.29647 0.12277 -0.164
C -0.13213 -0.48186 0.26586 -0.192
H -2.01863 -0.28601 -0.19401 0.109
H -1.28869 0.22045 -2.78823 0.103
H 1.15734 0.65968 -3.05123 0.154
H 1.93500 -0.23827 0.88963 0.113
H -0.66873 -0.85017 1.12923 0.074
C -0.24605 0.56318 2.52993 -0.044
C -1.37236 0.42222 2.83603 -0.027
H 0.75615 0.57380 2.02322 0.047
H -2.37646 -0.05560 3.16924 0.088
```

---

Run b
Density functional theory data (the ωB97M-V functional and the def2-TZVPD basis) for a molecular structure, C7H7N.

As for the LUMO energy: 0.9 eV. The HOMO-LUMO gap is 9.6699 eV.

XYZ file:
```
15
Properties=species:S:1:pos:R:3:lowdin_charge:R:1
C 3.55331 -0.18459 -0.11767 0.061
C 2.33350 -0.16828 -0.14427 -0.069
C 0.85010 0.08202 0.00440 -0.201
C 0.13923 1.15398 -0.25082 -0.001
C -1.37899 0.66528 -0.31053 -0.330
C -1.44286 -0.18639 0.86673 -0.163
C -0.31681 -0.96262 0.10786 -0.177
H 4.61838 0.23867 0.08053 0.076
H 0.43742 2.17402 -0.15879 0.103
H -2.22482 1.52383 -0.46758 0.178
H -1.12819 0.34042 1.80152 0.110
H -2.33283 -0.87091 1.18408 0.140
H -0.09307 -2.08914 0.00873 0.155
H -1.89153 -1.21351 -1.42498 0.126
N -1.12284 -0.50280 -1.17921 -0.008
```

---

Run c
Density functional theory data (the ωB97M-V functional and the def2-TZVPD basis) for 2 unconnected molecules or ions with the total composition C7H7N.

As for the LUMO energy: 0.8 eV. The HOMO-LUMO gap is 10.1374 eV.

XYZ file:
```
15
Properties=species:S:1:pos:R:3:lowdin_charge:R:1
C -1.82628 1.12218 -0.19110 -0.067
C -2.25942 -0.24528 -0.15870 -0.061
C -1.31134 -1.30404 -0.00387 -0.096
N -0.00661 -1.00890 0.23631 0.006
C 0.30697 0.22964 0.43956 -0.222
C -0.50452 1.32308 0.16217 -0.058
H -2.53216 1.91016 -0.39979 0.097
H -3.25233 -0.60699 -0.47836 0.097
H -1.70789 -2.36013 0.04372 0.121
H 1.36529 0.48783 0.39907 0.015
H -0.06622 2.38493 0.13804 0.136
C 2.43740 -0.55818 -0.33611 -0.039
C 3.21797 0.36620 -0.11184 -0.003
H 1.59674 -1.18663 -0.05076 0.004
H 4.27810 0.83158 -0.10679 0.071
```

---

What should be chosen as the most stable of them? Choose run c.